(1)
Formula: C39H44ClF2N5O5SSi2Sr
Source: the Open Molecules 2025 dataset
Level of theory: ωB97M-V with the def2-TZVPD basis set

ORCA input file:
```
! RIJCOSX wB97M-V def2-TZVPD def2/J DEFGRID3
* xyz -2 1
H 4.31 3.33 -0.27
H -3.58 -4.02 -3.72
C -2.52 -3.90 -1.85
C 3.66 1.32 2.86
H 4.44 1.29 -5.50
H 0.75 -4.45 0.14
Cl 1.51 -1.84 3.54
C 1.09 -4.11 -2.78
N -2.11 -1.68 -1.03
H 1.64 -4.15 -3.73
H 3.46 2.50 -3.63
H 2.76 -2.32 -3.97
O 1.63 -0.89 4.62
C -1.07 2.69 3.85
H 1.01 -5.13 -2.39
C -3.15 3.03 -2.45
C -3.18 -3.37 -2.95
H 4.29 -3.20 -2.33
H 0.24 3.47 0.14
C -1.84 1.12 -1.72
Si 1.93 -2.96 -1.51
C -3.11 2.67 2.59
H -2.89 1.81 0.62
C 3.74 -3.53 -1.45
H 0.39 4.27 -2.89
C 3.67 -0.61 -4.86
N 1.97 1.53 -1.62
C 0.98 1.83 2.80
H 0.43 -2.76 0.52
O 2.81 -2.07 2.95
O -2.43 -0.47 3.79
H 1.09 4.99 -0.15
C -2.78 -1.17 -2.07
H 0.08 -3.75 -3.00
C -0.31 2.99 5.03
H 4.71 1.08 2.84
C 2.93 -1.26 -3.87
N -1.12 1.79 1.61
H 3.66 2.12 4.85
C 1.23 3.92 0.00
Sr 0.29 0.16 -0.26
C 2.54 0.82 -2.67
H -3.28 -4.11 1.60
C 1.48 4.25 -2.93
H 1.98 -3.45 0.93
H -4.17 2.88 2.48
C -2.91 0.31 -2.15
C 1.69 2.16 3.95
H 1.76 3.84 -3.91
H -0.82 3.41 5.88
H 1.79 3.78 0.93
C 3.86 0.75 -4.76
C 1.01 2.74 5.08
O 0.97 -3.08 4.04
C -1.98 -2.92 2.85
H 4.07 -1.18 -5.70
C 3.30 1.43 -3.68
F -3.28 4.38 -2.62
H -3.37 -4.52 3.31
H -3.80 -1.57 -3.92
H -2.38 -4.96 -1.72
C -4.23 2.25 -2.83
H -1.44 -3.37 -0.08
C -3.96 -1.49 1.92
H -4.53 -0.58 2.09
H -1.68 -2.88 3.89
C 3.94 3.78 -1.19
N 1.56 1.27 1.73
H 3.99 4.87 -1.07
C -4.42 -2.69 2.73
C 2.85 1.03 1.75
C 1.20 -3.45 0.17
H 4.21 -3.10 -0.56
H 3.81 -4.62 -1.38
Si 2.15 3.20 -1.49
H 4.62 3.49 -1.99
O 0.61 -1.31 2.52
C 2.39 -0.61 -2.75
H -3.93 -1.71 0.85
C -3.27 -3.69 2.61
H 1.84 5.28 -2.87
H -5.14 2.67 -3.23
C -2.00 -3.00 -0.93
H 3.27 0.58 0.86
C -2.44 2.97 3.75
H -2.95 3.43 4.59
N 1.72 -1.30 -1.74
C -2.00 2.50 -1.90
C -2.40 2.07 1.55
H -1.12 -3.28 2.28
H 1.59 2.95 5.97
H -1.22 3.20 -1.60
C -3.31 -2.00 -3.06
H -5.37 -3.10 2.37
S -2.25 -1.14 2.47
C -0.45 2.10 2.74
C -4.07 0.89 -2.67
F -5.16 0.11 -3.00
C 3.07 1.89 3.96
H -4.55 -2.40 3.78
*
```

Results
- DFT total energy (Ha) = -3830.3470
- highest occupied orbital energy (eV) = -0.674
- relative energy (zero: lowest compared OMol25 entry of this formula, charge and spin) (eV) = 0.360
- frontier orbital gap (eV) = 4.7


(2)
Formula: C39H45BrF18N3O23P3S2
Source: the Open Molecules 2025 dataset
Level of theory: ωB97M-V with the def2-TZVPD basis set

ORCA input file:
```
! RIJCOSX wB97M-V def2-TZVPD def2/J DEFGRID3
* xyz 0 1
O 5.00 -10.99 -0.85
H 1.75 0.54 3.70
F -5.28 3.52 -7.63
H 6.41 2.29 0.87
H 3.39 -12.12 -2.80
H 2.13 0.75 1.82
C 2.90 -2.03 6.11
H 4.79 -0.17 0.00
O 4.13 -0.23 3.09
F -2.51 2.07 2.89
C 5.43 -2.63 2.85
F 0.99 9.74 0.91
H -0.66 0.41 3.30
O -4.26 -2.90 3.50
F -3.88 4.62 -3.41
C 3.00 -1.68 4.84
C 1.20 7.51 1.59
C -4.20 3.11 -6.92
C 1.88 -1.36 2.50
H 2.35 -3.89 -0.40
H -3.96 7.65 -2.39
F -2.90 5.44 0.74
C 5.80 1.84 0.01
H -4.51 2.49 -6.08
O 1.13 -2.33 3.23
H -1.71 -2.59 1.40
F -1.76 2.01 -0.28
F -3.60 2.86 0.81
H -1.46 -3.30 5.20
N -0.71 -2.39 1.52
H -4.09 -0.08 2.13
H -0.51 0.19 1.38
C -3.34 4.28 -6.54
C 3.42 7.64 1.78
H -3.92 8.04 -4.12
H -6.50 2.31 -3.59
C -4.17 9.75 -2.83
C 1.73 8.62 0.75
C -2.16 3.06 0.65
O -1.13 1.97 -7.66
F -3.92 2.75 -2.06
O 5.34 -8.94 -1.75
C 6.06 -2.27 1.40
C 3.82 -11.75 -0.71
C 3.37 -1.43 3.26
H 6.22 -0.14 -1.17
O -5.77 8.20 -3.25
F -1.45 4.13 2.87
C 3.08 -11.46 -1.98
C 4.67 -9.93 -1.63
H 6.09 2.28 -1.04
C -3.75 4.19 -2.02
H -4.82 -1.09 5.16
H 4.31 0.10 4.02
F -3.01 10.22 -3.36
O -3.36 2.37 -7.78
S 6.85 -0.59 1.27
O 3.02 8.85 1.28
O -3.33 -0.71 2.12
O -6.34 -0.89 -3.42
H 0.73 7.86 2.52
O 0.94 -7.65 1.14
C -1.53 2.86 2.14
H 6.91 -3.05 1.20
H 2.58 -7.99 -0.46
O -2.04 3.72 -6.54
H 0.17 -4.64 4.02
C 5.45 -5.52 0.78
O 4.55 7.38 2.07
F -1.31 3.98 -2.39
C 5.01 -5.16 2.12
C -0.20 -4.36 2.95
H 2.83 -2.22 7.24
H 3.28 -11.44 0.19
C -4.36 8.31 -3.16
O -7.39 9.70 -3.75
N -0.60 -6.78 -0.33
H 0.51 -4.76 2.14
H 5.27 -4.71 -0.05
F -0.66 5.11 0.25
O 3.48 -10.13 -2.27
P 2.41 -1.89 0.70
O 2.20 -3.62 0.54
C 1.52 -7.65 -0.18
H 5.48 -4.45 4.21
H 7.00 -4.35 3.05
H -4.93 0.55 -3.03
C -0.03 0.60 2.35
F -4.83 4.81 -1.32
H 5.86 -2.03 3.73
P -1.34 -2.16 4.30
C -6.80 -0.60 -4.67
H -4.21 9.98 -1.76
F -2.19 6.08 -1.87
H 3.98 -5.53 2.53
F 4.15 -13.06 -0.63
F 0.71 2.68 1.03
H -2.27 -4.63 1.87
C -0.05 2.23 2.17
H 4.68 2.13 0.15
H 5.25 -2.46 0.61
Br 1.09 -0.79 -0.84
O -7.08 0.73 -4.80
P -3.32 -1.66 3.57
C 5.88 0.23 -0.13
C -2.09 2.63 -7.36
H -7.90 1.37 -3.03
H 0.48 6.88 1.05
C 1.49 0.19 2.62
H -0.25 -2.93 0.74
C -1.68 -4.98 2.80
C -6.92 1.31 -3.52
C -5.99 0.35 -2.85
H 6.02 -6.47 0.48
H -2.38 -4.78 3.71
F 0.60 2.77 3.37
O -5.25 10.38 -3.48
H 2.00 -11.53 -1.86
H -3.60 4.68 -5.55
C -6.24 9.45 -3.52
H -3.39 5.10 -7.27
F -6.24 0.29 -1.52
C -1.99 4.54 0.03
C 5.86 -4.19 3.15
C -0.17 -2.71 2.85
C -2.27 4.66 -1.55
O -4.04 -0.62 4.78
O 3.98 -2.64 2.75
C -0.39 -7.10 1.07
N 0.50 -7.09 -1.10
S -1.49 -6.85 2.56
O 2.37 6.77 1.90
O -6.93 -1.41 -5.55
H 1.81 8.38 -0.32
*
```

Results
- SMILES = C#C[C@@](O)(O[C@@H](CC=C)CSCC)[C@](CCC(F)(F)C(F)(F)C(F)(F)C(F)(F)C(F)(F)C(F)(F)F)(O[C@@](N)(CCSc1nnco1)PP(=O)(O)O)P(O)Br.O=C1OC[C@@H](F)O1.O=C1OC[C@@H](F)O1.O=C1OC[C@@H](F)O1.O=C1OC[C@@H](F)O1.O=C1OC[C@@H](F)O1
- DFT total energy (Ha) = -9599.3905
- highest occupied orbital energy (eV) = -7.393
- frontier orbital gap (eV) = 6.6


(3)
Formula: C39H45N5O4PPtSSe
Source: the Open Molecules 2025 dataset
Level of theory: ωB97M-V with the def2-TZVPD basis set

ORCA input file:
```
! RIJCOSX wB97M-V def2-TZVPD def2/J DEFGRID3
* xyz -1 3
H 3.04 -0.32 3.74
C 3.39 0.57 3.21
O -0.92 -2.46 4.52
C -0.07 1.24 -2.99
C -0.52 5.28 1.65
C -3.91 1.03 1.87
H -1.06 -0.55 -4.82
C 4.61 -0.35 1.21
H -4.19 -1.57 -3.52
H -0.32 0.15 -6.26
H -1.25 5.95 2.10
H 6.00 -1.28 -1.75
C 1.87 -4.03 0.75
H -2.56 -1.28 3.97
C -0.08 2.62 4.03
H -3.90 -0.02 5.57
C 2.41 0.51 0.90
H 1.92 -2.43 -0.67
C -5.62 -2.03 -1.99
C -0.14 -4.11 2.04
H 3.10 2.14 -5.07
C -5.86 -2.09 -0.62
H -0.09 2.21 -2.47
C -0.22 0.04 -5.17
C 2.28 0.16 -5.36
C -3.92 0.27 4.53
C 1.22 -0.85 -3.33
C 1.35 -2.95 0.09
C -0.59 -3.01 1.31
N -1.87 -2.49 1.55
H 3.68 -0.74 -2.00
H -5.20 1.96 4.85
H 0.14 2.06 4.92
H 1.51 0.96 1.30
N 0.14 -2.44 0.36
H -6.40 -2.31 -2.69
H 5.45 -0.57 1.86
H -3.90 1.34 0.83
C -0.65 2.80 1.89
H -0.39 0.80 2.86
N 1.27 0.35 -1.17
H -5.06 -1.77 1.34
H 2.66 1.36 3.40
C -3.17 -0.46 3.61
C -0.09 3.94 3.73
C 2.25 1.55 -4.70
C 2.39 1.39 -3.18
H -6.82 -2.41 -0.25
H 0.45 5.78 1.63
C 3.48 0.25 1.75
C 5.90 -1.41 -0.67
C -3.38 -1.26 -1.56
C 1.11 -4.61 1.76
P -2.23 -0.93 0.97
N -0.44 4.05 2.39
H 3.22 -0.34 -5.14
H -0.74 -4.49 2.86
C -3.18 -0.09 2.27
H -2.41 -0.94 -1.90
C -4.63 1.76 2.79
H 0.92 3.25 -4.59
H 6.82 -1.05 -0.20
H 0.12 4.81 4.33
C -4.86 -1.73 0.27
H -1.17 1.92 -4.70
H 5.84 -2.48 -0.47
C -4.64 1.38 4.13
C -0.22 1.42 -4.50
S -1.12 2.47 0.27
C 3.62 -0.43 -0.97
Pt -0.43 -0.05 -0.12
C 1.10 -0.67 -4.85
H 2.87 -4.39 0.51
H 3.37 0.97 -2.95
H -5.18 2.64 2.47
H -0.82 5.05 0.63
H 4.35 0.88 3.61
C 1.24 0.52 -2.63
H -2.18 -2.71 2.49
H 0.38 -1.43 -2.93
Se 0.25 -1.35 4.22
O -0.29 -0.54 2.85
C -4.38 -1.62 -2.46
C 2.45 0.17 -0.46
O 0.39 -0.23 5.39
H 2.21 0.27 -6.45
C -3.61 -1.32 -0.19
H 1.11 -1.66 -5.32
H -0.90 0.66 -2.59
N -0.43 1.94 2.89
H 2.35 2.37 -2.69
H 0.85 2.38 -6.12
H 1.49 -5.44 2.34
O 1.67 -2.07 3.86
C 0.94 2.25 -5.04
H 2.13 -1.42 -3.10
C 4.69 -0.70 -0.14
*
```

Results
- DFT total energy (Ha) = -5348.2545
- highest occupied orbital energy (spin up / spin down) (eV) = -3.510 / -4.924
- relative energy (zero: lowest compared OMol25 entry of this formula, charge and spin) (eV) = 0.000
- frontier orbital gap (spin up / spin down) (eV) = 5.6 / 5.9


(4)
Formula: C39H46N6O12PSSc
Source: the Open Molecules 2025 dataset
Level of theory: ωB97M-V with the def2-TZVPD basis set

ORCA input file:
```
! RIJCOSX wB97M-V def2-TZVPD def2/J DEFGRID3
* xyz 0 1
C -1.12 -3.90 3.70
H 4.27 -1.06 -3.37
H -2.94 1.17 -3.87
C 2.83 -1.37 -1.81
N -0.88 2.21 1.33
H 5.26 -1.44 4.26
H -5.27 -3.07 0.29
H -6.67 0.57 -1.60
H -5.11 1.12 0.23
C -0.73 -1.82 1.79
C -0.70 -2.62 -2.59
C 4.04 -3.90 -1.52
H -1.93 -4.16 -3.16
C -0.75 0.87 -2.36
H 0.62 6.89 3.26
C 3.39 1.93 -0.17
C -3.79 -2.01 0.04
H -0.53 -3.12 -4.69
O -0.38 -1.87 -1.68
O 2.18 0.86 3.25
C -1.66 -1.71 2.83
C -6.15 -0.25 -1.10
P 2.63 0.32 1.78
H 4.05 1.26 4.05
O 0.02 1.44 0.76
O -0.12 3.90 -7.93
C 4.72 1.51 -0.73
N -6.02 -1.53 0.90
H 3.00 2.40 6.08
H -2.25 -0.81 2.92
H 3.22 3.01 -0.31
O -2.21 3.42 -8.01
Sc -0.62 -0.40 -0.03
O -4.36 -3.21 -0.08
H 2.54 0.70 5.93
H 0.05 -1.50 -4.21
H 1.22 2.06 -3.73
C -0.86 1.56 -3.69
C -0.17 -4.04 2.71
H 5.32 -3.28 -3.10
H 2.86 -2.14 2.51
H 0.44 -4.94 2.66
C 2.46 1.68 5.46
C 0.20 2.74 -5.51
C 0.28 2.12 -4.27
H 2.31 5.24 2.51
O -2.27 0.67 0.93
H 1.60 3.05 1.61
C 3.04 1.67 4.07
H -2.58 -2.59 4.56
N -1.63 -3.57 -2.40
H 2.55 1.42 -0.66
O 4.04 -0.47 2.12
H 1.41 1.97 5.43
C -0.48 3.49 1.85
C -0.02 -2.55 -3.92
C 2.37 -2.26 -0.84
S 2.15 -4.41 0.53
H 4.90 0.45 -0.55
H 4.49 -4.87 -1.41
H -3.11 2.28 -6.12
O -1.80 0.44 -1.81
H -6.29 -1.43 1.86
O 3.33 1.70 1.24
C 1.26 5.01 2.44
C 2.97 -3.52 -0.71
H 1.00 -2.92 -3.81
H 5.53 2.08 -0.27
H 4.54 -2.45 2.07
H 2.34 -0.41 -1.93
C -2.18 2.22 -5.59
H 4.22 -2.85 4.49
C -1.04 5.62 2.77
H -2.49 4.15 2.17
C 3.89 -1.79 2.65
H 4.74 1.69 -1.81
C 0.31 5.93 2.86
C -7.01 -0.90 -0.02
C -1.45 4.40 2.26
H -2.15 -3.55 -1.53
C -4.91 0.21 -0.34
C 0.02 -3.01 1.80
O -2.66 -1.82 -0.33
C 4.49 -3.00 -2.46
H 3.08 2.68 3.65
N 1.33 -2.02 0.04
H 1.06 3.18 -5.98
N -2.08 1.82 1.44
C 1.09 -3.04 0.79
H -7.69 -1.64 -0.41
H -4.20 -0.63 1.56
H -1.78 6.34 3.08
C 0.87 3.78 1.93
H -7.59 -0.14 0.51
H -4.03 0.39 -0.95
C 3.89 -1.75 -2.61
H -5.88 -0.98 -1.86
H -1.28 -4.70 4.42
C 4.26 -1.83 4.12
N -1.13 3.42 -7.46
C -1.86 -2.72 3.77
C -4.69 -0.95 0.65
C -2.08 1.61 -4.35
O 0.38 0.73 -1.84
C -1.03 2.77 -6.14
H 3.56 -1.23 4.70
*
```

Results
- DFT total energy (Ha) = -4245.5797
- highest occupied orbital energy (eV) = -8.005
- relative energy (zero: lowest compared OMol25 entry of this formula, charge and spin) (eV) = 0.000
- frontier orbital gap (eV) = 7.5